# 1
C3H4N2O3 | ωB97M-V/def2-TZVPD

Each line ends with the natural charge from an NBO analysis.
Cartesian coordinates (Å):
C  0.891  -1.131  0.034  0.18
C  -0.295  1.026  0.265  0.56
C  -1.468  -0.943  -0.032  0.54
H  3.269  0.703  -0.023  0.50
H  0.780  -2.175  -0.226  0.22
H  0.497  1.355  1.080  0.14
H  -1.478  -1.970  -0.403  0.12
N  2.128  -0.707  -0.115  -0.15
N  -0.256  -0.360  0.190  -0.55
O  2.232  0.667  -0.048  -0.57
O  -1.077  1.716  -0.297  -0.47
O  -2.523  -0.403  0.026  -0.50

HOMO level ... -9.6902 eV
Frontier orbital gap ... 10.25 eV

***

# 2
C3H4N2O3 | ωB97M-V/def2-TZVPD

Each line ends with the natural charge from an NBO analysis.
Cartesian coordinates (Å):
C  0.267  -0.868  -0.590  0.61
C  0.833  1.356  -0.326  -0.23
C  -0.275  1.035  0.370  0.57
H  -1.120  -1.968  1.030  0.45
H  1.902  -0.111  -1.521  0.43
H  1.491  2.216  -0.314  0.25
H  -1.515  1.411  1.806  0.49
N  0.226  -2.184  -0.766  -0.25
N  0.898  0.066  -1.129  -0.57
O  -1.066  -2.604  0.048  -0.61
O  -1.157  1.902  0.999  -0.65
O  -0.482  -0.252  0.394  -0.48

HOMO level ... -8.2146 eV
Frontier orbital gap ... 8.40 eV

***

# 3
C3H4N2O3 | ωB97M-V/def2-TZVPD

Each line ends with the natural charge from an NBO analysis.
Cartesian coordinates (Å):
C  -0.184  -1.715  0.441  -0.03
C  -1.309  -1.147  -0.083  -0.30
C  -0.943  0.223  -0.732  0.58
H  2.041  0.572  1.765  0.47
H  -0.108  -2.835  0.830  0.26
H  -2.468  -1.359  -0.143  0.27
H  1.041  1.994  0.458  0.46
N  0.876  -0.627  0.504  -0.04
N  0.451  0.467  -0.375  -0.05
O  0.978  -0.033  1.831  -0.58
O  -1.582  0.805  -1.642  -0.57
O  1.206  1.550  -0.386  -0.48

HOMO level ... -9.1483 eV
Frontier orbital gap ... 8.95 eV

***

# 4
C3H4N2O3 | ωB97M-V/def2-TZVPD

Each line ends with the natural charge from an NBO analysis.
Cartesian coordinates (Å):
C  -0.264  0.316  0.366  0.40
C  1.795  -0.069  -0.220  0.01
C  0.479  -0.517  -0.643  -0.03
H  -3.146  1.224  1.029  0.47
H  2.658  -0.400  -0.760  0.22
H  0.575  -1.610  -0.330  0.21
H  -0.864  0.074  -2.061  0.50
N  -1.544  0.184  0.399  -0.18
N  1.844  0.455  0.988  -0.08
O  -2.179  0.377  1.694  -0.50
O  0.515  0.477  1.584  -0.34
O  0.132  -0.511  -2.046  -0.68

HOMO level ... -9.8895 eV
Frontier orbital gap ... 9.15 eV

***

# 5
C3H4N2O3S | ωB97M-V/def2-TZVPD

Each line ends with the natural charge from an NBO analysis.
Cartesian coordinates (Å):
C  -0.033  -1.104  0.062  0.07
C  -0.081  1.831  0.123  0.92
C  0.957  -0.210  -0.610  -0.29
N  0.085  -1.858  1.027  -0.52
N  0.975  1.029  0.039  -0.63
O  -0.165  3.009  0.295  -0.55
O  -2.446  -1.327  0.437  -0.88
O  -1.311  1.022  -0.126  -0.80
S  -1.673  -0.742  -0.634  1.44
H  1.886  -0.631  -0.456  0.24
H  0.851  -0.068  -1.765  0.21
H  -0.856  -2.273  1.106  0.38
H  1.811  1.323  0.502  0.42

HOMO level ... -10.1392 eV
Frontier orbital gap ... 9.55 eV

***

# 6
C3H4N2O4PS | ωB97M-V/def2-TZVPD

Each line ends with the natural charge from an NBO analysis.
Cartesian coordinates (Å):
C  2.041  0.585  0.406  -0.23
C  0.868  1.054  -0.077  0.46
C  0.582  -1.106  0.284  0.75
N  1.865  -0.790  0.539  -0.59
N  -0.073  -0.028  -0.181  -0.76
O  0.438  2.328  -0.244  -0.69
O  0.227  -2.273  0.225  -0.69
O  -1.968  -1.017  -1.421  -1.00
O  -1.995  1.542  -0.846  -1.15
P  -1.827  0.117  -0.267  1.99
S  -2.605  -0.450  1.420  -0.72
H  2.926  1.021  0.562  0.20
H  2.476  -1.391  1.176  0.41
H  -2.480  -1.799  -0.985  0.52
H  -0.475  2.210  -0.589  0.52

HOMO level ... -4.0844 eV
Frontier orbital gap ... 7.60 eV
Total charge ... -1

***

# 7
C3H4N2OS | ωB97M-V/def2-TZVPD

Each line ends with the natural charge from an NBO analysis.
Cartesian coordinates (Å):
C  0.465  -0.342  0.532  0.35
C  -1.047  0.279  -1.387  0.54
C  0.264  0.842  1.389  -0.33
H  1.238  -2.112  0.466  0.34
H  0.504  -0.964  -1.430  0.41
H  -1.645  0.898  -0.691  0.14
H  0.421  0.563  2.426  0.23
N  1.075  -1.307  1.095  -0.59
N  0.062  -0.339  -0.805  -0.65
O  -1.328  0.114  -2.553  -0.56
S  -0.008  2.368  0.957  0.13

HOMO level ... -9.5275 eV
Frontier orbital gap ... 8.11 eV

***

# 8
C3H4N2OS | ωB97M-V/def2-TZVPD

Each line ends with the natural charge from an NBO analysis.
Cartesian coordinates (Å):
C  -0.677  0.002  -0.087  -0.09
C  0.377  -0.833  -0.157  -0.12
C  1.143  1.202  -0.039  0.15
H  -2.613  0.539  -0.871  0.14
H  0.488  -1.958  -0.308  0.23
H  2.559  -1.384  0.946  0.47
H  1.885  2.033  0.251  0.22
N  1.441  -0.117  -0.180  -0.08
N  -0.131  1.352  0.095  -0.44
O  2.759  -0.634  0.064  -0.51
S  -2.413  -0.314  0.110  0.03

HOMO level ... -8.6330 eV
Frontier orbital gap ... 8.67 eV

***

# 9
C3H4N2OS2 | ωB97M-V/def2-TZVPD

Each line ends with the natural charge from an NBO analysis.
Cartesian coordinates (Å):
C  -1.814  -0.494  -0.208  0.63
C  -0.433  0.296  -0.247  -0.49
C  3.374  -0.258  0.048  -0.07
H  -3.899  -0.314  0.651  0.42
H  -3.154  1.242  0.119  0.41
H  4.065  0.482  0.560  0.21
H  3.729  -1.306  -0.481  0.18
N  -2.930  0.257  0.223  -0.85
N  2.085  0.077  0.226  -0.64
O  -1.778  -1.667  -0.007  -0.56
S  -0.043  1.761  -0.069  0.18
S  0.833  -0.909  -0.025  0.57

HOMO level ... -8.5585 eV
Frontier orbital gap ... 7.88 eV

***

# 10
C3H4N2S | ωB97M-V/def2-TZVPD

Each line ends with the natural charge from an NBO analysis.
Cartesian coordinates (Å):
C  -0.300  -0.106  0.553  0.21
C  -0.424  -0.169  -0.922  0.03
C  1.145  0.345  0.534  -0.54
N  -1.112  -0.321  1.448  -0.53
N  -1.613  -0.486  -1.767  -0.58
S  1.241  0.163  -1.316  0.27
H  1.561  1.374  0.875  0.24
H  1.742  -0.360  0.940  0.22
H  -0.900  -0.065  2.397  0.36
H  -1.340  -0.376  -2.743  0.33

HOMO level (alpha / beta) ... -9.0508 / -9.0533 eV
Frontier orbital gap (alpha / beta) ... 8.44 / 8.44 eV

***

# 11
C3H4N2S | ωB97M-V/def2-TZVPD

Each line ends with the natural charge from an NBO analysis.
Cartesian coordinates (Å):
C  -0.739  1.405  0.174  0.27
C  1.177  0.049  -0.531  -0.28
C  0.053  0.182  0.439  -0.22
N  -1.290  2.377  -0.094  -0.29
N  -0.928  -0.968  0.299  -0.79
S  2.634  -0.307  -0.008  0.13
H  0.946  -0.110  -1.511  0.20
H  0.284  0.103  1.480  0.26
H  -1.657  -0.946  -0.323  0.37
H  -0.479  -1.785  0.075  0.36

HOMO level ... -9.4718 eV
Frontier orbital gap ... 8.52 eV

***

# 12
C3H4N2S | ωB97M-V/def2-TZVPD

Each line ends with the natural charge from an NBO analysis.
Cartesian coordinates (Å):
C  1.169  0.398  -0.664  -0.23
C  0.492  1.260  0.193  0.02
C  -0.155  -1.236  0.171  0.21
N  0.713  -0.893  -0.560  -0.36
N  -0.547  0.666  0.800  -0.71
S  -1.441  -2.315  0.334  0.12
H  2.142  0.379  -1.182  0.22
H  0.598  2.389  0.188  0.21
H  -0.945  1.230  1.599  0.38
H  -2.025  -1.876  -0.880  0.15

HOMO level ... -7.9963 eV
Frontier orbital gap ... 8.42 eV

***

What did we get for energy above the lowest of the compared OMol25 structures with the same formula, charge and spin? Answer: 3.398, 5.900, 7.640, 8.900, 2.105, 0.000, 1.214, 3.812, 3.355, 3.237, 2.209, 3.283 eV, in the order shown.